Here is C59H46Cl2F12N3O3PPt as an isolated structure from the Open Molecules 2025 dataset. Energies are from ωB97M-V/def2-TZVPD.

**HOMO-LUMO gap (spin up / spin down)**: 7.720 / 6.972 eV
**ΔE to the lowest compared entry with this formula, charge and spin**: 83.0 kJ/mol

Structure (ORCA input):
```
! wB97M-V def2-TZVPD RIJCOSX def2/J DEFGRID3
* xyz 0 3
Pt -0.06 -0.02 0.41
C -1.41 -5.98 -0.51
C -2.11 -3.50 -0.86
C -3.16 -2.70 -1.26
C -2.96 -1.46 -0.63
N -1.87 -1.50 0.13
N -1.40 -2.76 0.01
C -3.77 -0.21 -0.75
H -2.41 -6.37 -0.30
H -0.74 -6.64 1.40
H -0.86 -6.75 -1.05
H -3.97 -2.96 -1.93
H -0.47 -2.97 0.34
H -4.78 -0.35 -0.35
H -3.87 0.08 -1.80
H -3.29 0.61 -0.21
C 0.49 6.74 -1.82
C 1.11 5.38 -1.62
C 2.27 5.22 -0.88
C 2.82 3.96 -0.65
C 4.07 3.80 0.19
C 2.18 2.84 -1.19
C 2.72 1.50 -0.83
O 2.22 0.82 0.04
C 1.04 2.98 -1.99
C 0.42 1.80 -2.70
C 0.52 4.25 -2.17
H 1.02 7.50 -1.24
H -0.55 6.74 -1.51
H 0.53 7.04 -2.87
H 2.76 6.09 -0.45
H 4.41 4.76 0.57
H 4.88 3.36 -0.40
H 3.89 3.14 1.04
H 3.62 1.13 -1.34
H 0.70 0.85 -2.26
H 0.76 1.78 -3.74
H -0.67 1.87 -2.69
H -0.39 4.37 -2.77
F -5.82 7.52 -0.70
C -4.77 7.55 0.14
F -4.03 8.63 -0.19
F -5.26 7.78 1.37
C -3.96 6.29 0.10
C -2.79 6.23 0.83
C -2.04 5.06 0.84
C -2.46 3.94 0.11
C -3.64 4.03 -0.63
C -4.38 5.19 -0.64
C -1.70 2.72 0.17
C -1.09 1.68 0.26
H -2.45 7.09 1.40
H -1.11 5.01 1.40
H -3.96 3.17 -1.20
H -5.30 5.25 -1.22
F 0.84 -0.17 9.48
C 1.41 -0.97 8.56
F 1.05 -2.23 8.87
F 2.73 -0.88 8.71
C 0.96 -0.60 7.17
C -0.38 -0.71 6.85
C -0.82 -0.37 5.58
C 0.08 0.09 4.62
C 1.42 0.20 4.96
C 1.87 -0.15 6.23
P -0.38 0.63 2.91
C -0.11 2.43 3.13
C -0.72 3.14 4.16
C -0.40 4.47 4.38
C 0.56 5.08 3.59
C 1.19 4.37 2.57
C 0.85 3.05 2.34
C 0.91 6.52 3.78
F 0.47 7.27 2.74
F 2.24 6.71 3.84
F 0.38 7.04 4.89
C -2.18 0.34 2.93
C -3.13 1.35 2.78
C -4.47 1.03 2.69
C -4.88 -0.30 2.77
C -3.94 -1.31 2.93
C -2.60 -0.98 3.00
C -6.34 -0.61 2.67
F -6.59 -1.92 2.79
F -7.05 0.03 3.62
F -6.85 -0.21 1.48
H -1.09 -1.06 7.59
H -1.88 -0.46 5.35
H 2.14 0.57 4.24
H 2.92 -0.06 6.48
H -1.46 2.66 4.79
H -0.88 5.03 5.17
H 1.93 4.87 1.94
H 1.33 2.50 1.53
H -2.82 2.38 2.69
H -5.21 1.81 2.57
H -4.26 -2.34 2.99
H -1.87 -1.78 3.11
Cl 5.49 -3.95 -0.91
C 4.70 -2.91 0.24
C 5.42 -1.83 0.72
C 4.83 -0.96 1.63
C 3.54 -1.21 2.03
C 2.83 -2.29 1.55
Cl 1.19 -2.46 2.17
C 3.37 -3.20 0.62
N 2.78 -4.34 0.10
C 1.38 -4.59 -0.19
C 0.71 -5.27 0.75
C -0.71 -5.72 0.81
C -1.56 -4.78 -1.44
C -0.27 -4.30 -2.09
C 0.93 -4.11 -1.54
C 1.86 -3.16 -2.27
C 1.69 -1.71 -1.79
O 2.34 -0.83 -2.35
O 0.81 -1.55 -0.86
H 6.42 -1.67 0.37
H 5.38 -0.11 2.00
H 3.04 -0.54 2.72
H 3.39 -4.78 -0.56
H 1.30 -5.51 1.62
H -1.29 -4.99 1.41
H -2.25 -5.07 -2.23
H -0.41 -3.88 -3.08
H 1.60 -3.14 -3.33
H 2.92 -3.41 -2.21
*
```